Entry 1:
The following is a DFT calculation (the ωB97M-V functional and the def2-TZVPD basis) of a molecular structure, C10F30Li3N5O20S10 at a distorted geometry.

Its charge is -2. The value obtained for the electronic energy is -249257.9403 eV. The calculation puts the max |F| at 8.60 eV/Å. Its frontier orbital gap is 5.838 eV.

The geometry in XYZ format:
```
78
Properties=species:S:1:pos:R:3:forces:R:3
Li -1.344 1.693 4.730 -0.3709 0.2230 -0.5177
F -0.719 -1.191 -2.091 0.8053 0.2515 -0.5208
F 3.562 5.652 0.947 -1.3503 0.5791 0.3238
N -1.710 -7.008 -0.595 -0.7488 4.2057 -0.5198
O 1.149 0.808 -2.997 -0.7545 0.8546 0.6784
O 3.033 -0.677 -2.774 -0.3827 -0.1922 1.0916
O 4.794 5.148 -2.050 -0.4637 0.2626 -0.4891
Li 0.031 0.853 0.361 -0.7405 -0.7247 -0.0651
F 2.900 1.090 2.375 0.3968 0.9062 0.0121
S 2.860 3.896 -3.941 -2.6950 -0.3432 -2.2226
O 3.358 -1.766 -0.155 -1.4556 2.3007 0.3391
C 0.520 -1.700 -2.290 -0.8680 -0.2312 0.6647
O -1.401 5.040 -1.633 0.5541 -3.6051 1.7107
O -3.241 -1.631 2.149 0.6933 1.4122 1.5437
O -1.972 -7.934 -2.967 -0.0800 -0.2475 0.0925
O -4.386 0.912 1.929 0.5215 -0.4844 3.0884
F -1.461 -10.655 -1.789 -0.9890 -0.4136 0.3010
O 0.233 -7.935 -1.817 -1.6217 -1.0130 -0.2141
C 3.055 -0.183 2.014 1.5256 0.9002 -2.1359
C -2.995 2.760 -1.286 1.7533 -1.0996 0.6735
O 0.442 5.065 0.353 -0.4297 -1.8132 0.4592
S -4.001 1.136 3.334 -2.2046 4.7016 -1.4114
O -1.378 -0.134 1.571 -0.7924 -0.2793 1.9444
F 5.589 3.643 -4.332 -0.5720 0.0344 0.1831
F -6.297 1.120 4.643 0.3566 -0.4892 0.5477
F -1.826 -2.894 -0.156 -0.3973 -2.1151 0.2521
F -0.088 -1.005 4.196 1.8817 1.5257 1.4712
F 4.278 -0.591 2.435 -1.1036 0.1054 -0.2953
S -1.235 -7.966 -1.728 2.3060 -1.7410 -0.2447
F -0.771 -9.860 0.060 -1.0574 -0.6722 1.1424
C 0.316 3.110 2.280 1.0828 5.6844 -3.5805
F -3.950 3.292 -1.998 0.3159 0.1172 -0.7794
O -2.900 -5.023 -2.048 1.6993 -0.6596 1.6333
F -2.803 1.441 -1.595 -0.4555 1.2725 0.0935
F -1.786 -2.167 4.834 -0.7898 -0.4736 2.0703
O 3.086 5.189 -4.572 0.8338 -0.8877 1.8666
F -0.376 -4.286 0.619 0.5479 0.1199 0.4197
C -5.262 0.297 4.564 0.2377 -1.6996 -0.8239
O -1.745 4.443 1.187 1.2785 -1.7520 -0.6793
S 3.093 -0.324 0.033 3.6128 -3.3037 2.5550
F 2.694 3.664 0.537 0.5453 -0.6485 0.1201
Li 1.705 2.490 -1.060 0.0713 -0.0694 -0.4306
F 0.689 -2.560 -1.279 0.7364 0.4899 -1.1241
S -1.639 -5.392 -1.372 -1.7293 -0.8176 -1.9016
C -1.076 -1.745 3.860 -2.4929 0.8100 -4.2356
N -0.307 2.730 -0.244 -1.8069 1.1735 -2.8634
C -1.706 -9.718 -0.871 1.2126 3.8061 -2.1320
S -1.209 3.557 -1.545 -1.5794 0.4810 -8.4365
F 4.341 2.530 -5.733 -0.0542 0.6518 2.2844
F 4.875 4.121 0.522 -1.0622 -0.9216 -0.8305
F 2.119 -0.820 2.629 -1.2343 -1.6969 0.6625
O -0.802 3.037 -2.921 -0.6526 0.5405 4.9834
F -0.455 3.276 3.304 -1.1041 -0.2433 2.4313
N -2.629 0.544 3.803 1.0081 -2.7792 -1.9720
F -2.445 -4.712 1.088 0.5738 1.2553 -1.2291
F 4.653 1.791 -3.631 -0.5131 1.8264 -1.1093
F 0.454 1.890 1.997 1.0750 -4.0467 0.5226
C -1.594 -4.216 0.123 -0.2123 -0.6443 0.6040
S 3.399 5.006 -1.705 0.1454 6.6683 4.1144
F -5.683 -0.927 4.083 0.5143 1.8658 0.4009
O -3.963 2.583 3.710 -0.2243 -2.9703 0.3306
F -3.001 -9.662 -0.475 1.4960 -1.1516 0.2220
C 4.483 2.932 -4.392 -0.0842 -2.1513 -0.8173
S -2.244 -0.699 2.638 2.0239 -1.0637 -1.0395
O -0.439 -5.175 -2.177 -1.1153 -0.0562 1.6623
O 2.454 6.187 -1.774 3.0801 -2.9276 0.4227
N 2.718 3.754 -2.171 -0.7466 -2.8051 -4.6566
S 1.775 -0.232 -2.260 -0.5536 -0.9154 -0.0764
F -3.336 2.854 -0.025 -0.2209 -0.2894 0.3922
F 0.572 -2.286 -3.492 0.2156 0.5059 1.2156
F -4.714 0.003 5.793 -0.6555 1.1194 -1.4182
C 3.625 4.565 0.208 1.5796 0.9468 -1.5959
N 1.702 0.232 -0.492 0.3230 -0.4108 -2.7080
F -0.664 -2.732 3.125 0.5631 -1.0522 -0.4063
S -0.445 3.961 0.704 0.9664 5.3085 5.2615
O 4.239 0.502 -0.243 -0.8096 0.7154 -0.1249
F 1.510 3.747 2.485 -1.5066 -1.3308 1.1855
O 1.692 3.264 -4.550 2.1484 -0.3888 1.6333
```
Forces are in eV/Å.

Entry 2:
The following is a DFT calculation (the ωB97M-V functional and the def2-TZVPD basis) of a molecular structure, C10H10BCl2F7N3S2W at a distorted geometry.

For the relative energy (zero: lowest compared OMol25 entry of this formula, charge and spin), the calculation gives 0.00 kcal/mol. Its charge is +1. The value obtained for the electronic energy is -83241.2058 eV. The calculation puts the max |F| at 1.23 eV/Å. Its frontier orbital gap is 6.298 eV.

The geometry in XYZ format:
```
36
Properties=species:S:1:pos:R:3:forces:R:3
C -0.886 -0.279 -2.676 0.1832 -0.0841 0.0321
H 3.288 -1.325 -1.267 0.0482 0.0690 0.0652
Cl 1.083 2.447 -0.389 0.0673 -0.0015 0.0493
H 2.756 0.401 5.773 -0.0151 0.0205 0.0017
H 1.368 -0.423 5.057 0.0022 0.0022 -0.0324
N 2.745 -0.659 1.101 -0.2182 -0.0068 -0.1144
C 1.279 -0.959 -2.176 -0.0116 0.1894 -0.0176
H 1.640 1.325 4.756 -0.0006 -0.0054 -0.0363
H -0.781 3.828 -0.774 0.0116 -0.0145 0.0015
H -1.843 0.063 -2.312 0.0032 0.0073 0.0028
F -2.055 1.509 -0.512 -0.1222 0.0674 0.0485
N 1.824 -0.776 0.088 -0.1285 -0.1033 -0.1340
F 0.486 -3.181 0.559 -0.0731 -0.2592 -0.0012
N 0.053 -0.526 -1.765 -0.0166 -0.0576 -0.1585
C -0.645 -0.458 -4.037 -0.0292 -0.0088 0.0229
F -1.288 -2.301 1.592 0.1036 0.0804 -0.1612
Cl -0.218 3.092 -2.933 0.0114 0.0274 -0.0036
C 2.110 0.356 4.898 0.0298 0.0043 0.1070
H 0.809 -1.038 -5.502 -0.0417 0.0166 -0.0222
B -0.918 -3.352 0.617 0.4339 0.2424 -0.1636
C 1.589 -1.143 -3.504 -0.1596 0.0197 0.1943
H -1.440 -0.245 -4.736 0.0243 -0.0139 -0.0438
C 2.246 -1.083 -1.089 -0.1378 0.2361 0.0432
C 0.150 3.656 -1.299 -0.0469 -0.0423 -0.0590
F -1.419 -4.543 0.801 -0.1332 -0.1266 0.0390
H 0.752 4.554 -1.367 0.0021 -0.0169 -0.0038
S 3.234 -0.060 3.553 -0.0855 0.0263 -0.1700
S 0.460 0.074 2.318 -0.2689 0.1294 -0.5441
W -0.283 -0.843 0.341 -0.6566 -0.0586 1.0414
F -2.231 1.169 1.596 0.0199 0.0381 0.0487
H 2.575 -1.474 -3.799 0.0328 -0.0018 0.0281
F -2.695 -0.477 0.214 -0.0091 0.1368 0.0243
F -1.322 -2.618 -0.591 0.0755 -0.0098 0.0116
C 2.183 -0.259 2.196 0.4760 -0.2607 0.3253
C -1.830 0.610 0.464 0.6323 -0.2468 -0.4118
C 0.594 -0.893 -4.453 -0.0027 0.0051 -0.0096
```
Forces are in eV/Å.

Entry 3:
The following is a DFT calculation (the ωB97M-V functional and the def2-TZVPD basis) of a molecular structure, C10H10Br2Mo at a distorted geometry.

For the relative energy (zero: lowest compared OMol25 entry of this formula, charge and spin), the calculation gives 0.00 kcal/mol. The spin multiplicity is 3. The value obtained for the electronic energy is -152473.3366 eV. The calculation puts the max |F| at 2.07 eV/Å. Its frontier orbital gap (spin up / spin down) is 6.508 / 7.649 eV.

The geometry in XYZ format:
```
23
Properties=species:S:1:pos:R:3:forces:R:3
C -1.154 -0.759 -1.840 -1.4944 0.2988 0.2093
H 0.423 1.534 -2.604 0.2336 -0.2570 0.5275
C -1.848 0.420 -1.344 0.0209 -1.2948 -0.1922
Br 0.835 -1.893 1.579 0.1282 -0.4708 0.4992
H 1.778 -0.845 -2.346 -0.0746 0.4313 0.4114
Br -0.598 1.299 2.192 -0.1653 0.2913 0.5180
C 0.971 1.197 -1.718 1.7079 -0.3730 -0.2306
Mo -0.054 -0.037 0.158 1.4453 -0.0098 1.3175
H -2.943 0.782 0.592 0.2737 -0.0610 -0.0308
C -1.941 -1.230 0.311 -0.5553 0.7283 -1.3494
C -1.202 -1.773 -0.826 -0.8112 1.1728 0.2376
C 1.704 -0.055 -1.592 -0.5732 1.4669 0.1086
H -0.714 -0.877 -2.835 -0.1184 0.1584 0.6097
C -2.345 0.128 -0.026 0.3381 -1.6066 -0.9005
H -1.998 1.360 -1.883 0.1588 -0.4569 0.2788
C 1.134 1.942 -0.504 0.3375 -1.4213 0.1221
H -2.159 -1.744 1.241 0.1506 0.1700 -0.2233
H 2.987 -0.849 0.081 -0.2696 0.1204 -0.0156
H 0.709 2.920 -0.281 0.1346 -0.4159 -0.0391
H -0.786 -2.775 -0.895 -0.0372 0.3804 0.1124
H 2.293 1.436 1.392 -0.1928 -0.1385 -0.3249
C 1.985 1.158 0.388 0.1524 -0.6316 -1.6329
C 2.340 -0.072 -0.301 -0.7898 1.9186 -0.0130
```
Forces are in eV/Å.

Entry 4:
The following is a DFT calculation (the ωB97M-V functional and the def2-TZVPD basis) of a molecular structure, C10H10BrCeNO3 at a distorted geometry.

Its charge is -1. The spin multiplicity is 2. The value obtained for the electronic energy is -101126.3480 eV. The calculation puts the max |F| at 11.16 eV/Å. Its frontier orbital gap (spin up / spin down) is 4.395 / 4.401 eV.

The geometry in XYZ format:
```
26
Properties=species:S:1:pos:R:3:forces:R:3
C -2.403 3.298 -1.681 0.0164 0.0576 -0.0424
H 1.169 -3.756 1.872 1.5856 0.9659 2.0400
H 2.418 0.197 0.606 -0.0330 0.1190 -0.0366
C -0.363 3.444 -2.689 0.0733 -0.0932 0.0024
H -3.441 3.052 -1.483 0.0499 0.0029 -0.0052
Br -1.401 0.108 -0.212 -7.4680 8.1016 -1.7839
H -1.822 4.471 0.121 0.0106 -0.0120 -0.0433
C -1.667 2.928 -2.824 -0.0636 -0.0326 0.0293
O 0.180 -3.519 0.477 -3.2050 -7.8875 -3.5693
H 0.445 3.331 -3.404 -0.0299 0.0251 0.0104
O -0.631 -5.437 1.239 -1.6107 0.6984 2.1044
H -0.427 -1.963 3.066 -0.1118 -0.0773 -0.0235
C 2.174 -1.984 0.991 2.2489 -0.2965 2.0640
N 0.248 -4.876 0.657 -1.7302 -0.3666 -2.0161
C 1.905 -0.599 1.121 1.9971 1.2682 2.1018
H 0.388 0.485 2.334 -0.0389 0.0566 -0.0526
H -2.039 2.347 -3.662 0.0083 0.0312 0.0216
C -1.553 4.042 -0.838 -0.0308 -0.0341 -0.0059
C 1.252 -2.685 1.792 3.8681 -0.3132 5.1280
C 0.832 -0.446 2.030 1.6731 1.4718 2.1695
Ce 0.082 -1.539 0.213 -1.5548 -3.6248 -9.9413
O 1.044 -5.513 0.038 2.5621 0.5827 -0.9294
C -0.292 4.133 -1.462 0.0456 -0.0436 0.0736
H 0.580 4.643 -1.066 -0.0332 -0.0035 -0.0208
H 2.919 -2.424 0.349 -0.0130 -0.1490 -0.1132
C 0.403 -1.738 2.417 1.7839 -0.4470 2.8383
```
Forces are in eV/Å.

Entry 5:
The following is a DFT calculation (the ωB97M-V functional and the def2-TZVPD basis) of a molecular structure, C10H10BrNNiO3 at a distorted geometry.

Its charge is -2. The spin multiplicity is 3. The value obtained for the electronic energy is -129243.7817 eV. The calculation puts the max |F| at 3.26 eV/Å. Its frontier orbital gap (spin up / spin down) is 5.683 / 2.551 eV.

The geometry in XYZ format:
```
26
Properties=species:S:1:pos:R:3:forces:R:3
Ni 0.341 0.996 0.457 0.8364 -0.2403 0.5421
C 1.948 -1.611 0.115 0.1486 -1.0242 1.6727
N 3.424 2.002 3.758 0.1323 -0.6160 -0.7494
C 2.334 -1.266 1.390 0.0409 -0.4023 -0.8744
C -3.676 -1.411 -0.975 0.1948 0.5389 -0.6257
H -2.405 -0.086 -3.791 -0.0845 -0.0295 0.1075
H -3.658 1.708 -2.208 0.0833 -0.0056 0.0669
H 2.555 -1.935 2.253 -0.6660 0.5653 -0.8390
C 2.494 0.279 1.490 -0.0778 -0.2012 -0.1303
O 3.309 1.575 4.900 0.0198 1.1576 -0.2334
O 3.428 3.162 3.375 -0.0042 -0.2600 1.2162
H -4.464 0.429 0.030 0.0292 -0.0405 -0.0592
C -3.000 -1.579 -2.230 -0.3057 0.6538 0.3379
O 1.348 0.851 2.048 -0.4839 -0.2885 -0.0728
C -3.539 0.654 -1.999 -0.3829 -1.3721 -0.0818
C 1.956 -0.433 -0.739 1.5230 2.6413 1.1566
C 2.465 0.669 -0.007 -0.4918 -2.7163 -0.6784
H -3.899 -2.206 -0.263 0.1230 0.2253 -0.1069
C -2.909 -0.304 -2.852 -0.5685 -0.2114 0.7050
H -2.628 -2.523 -2.634 -0.0104 0.2526 0.1380
H 1.679 -2.631 -0.260 0.2098 1.0993 0.5056
H 1.729 -0.404 -1.793 -0.1518 -0.0446 -0.0177
H 2.953 1.539 -0.418 -0.5936 0.5100 -0.0033
Br -1.116 1.918 -0.935 -0.0024 0.7871 -0.2813
H 3.327 0.637 2.122 0.2429 -0.5466 -0.8551
C -3.996 -0.032 -0.834 0.2394 -0.4318 -0.8399
```
Forces are in eV/Å.

Entry 6:
The following is a DFT calculation (the ωB97M-V functional and the def2-TZVPD basis) of a molecular structure, C10H10Cl5O3Os at a distorted geometry.

Its charge is +3. The spin multiplicity is 5. The value obtained for the electronic energy is -81716.4794 eV. The calculation puts the max |F| at 7.46 eV/Å. Its frontier orbital gap (spin up / spin down) is 7.371 / 5.419 eV.

The geometry in XYZ format:
```
29
Properties=species:S:1:pos:R:3:forces:R:3
C 11.966 5.238 6.230 -0.3808 3.4226 -0.5889
H 13.209 8.824 7.325 0.3357 -0.3098 0.3779
H 13.846 6.693 6.532 -1.0131 -0.9295 0.0682
H 11.257 5.081 3.253 0.5184 0.2243 -0.2252
H 9.543 4.864 3.690 -0.1214 -0.1063 -0.0017
C 5.658 10.729 5.138 -2.4047 -5.3057 -0.1100
O 10.703 5.554 5.269 1.4030 0.5053 0.7894
C 6.017 9.194 5.044 -7.3189 1.4633 -0.0884
Cl 9.394 12.099 5.676 -2.4364 -0.7380 -0.4211
C 12.953 6.474 5.890 0.2443 -0.4438 0.2533
H 12.160 7.547 8.099 0.0311 -0.3857 0.6068
Cl 6.494 13.237 5.512 -0.8759 0.3497 0.4458
C 10.572 4.752 4.008 -0.1338 -0.6854 1.3808
H 13.435 6.490 4.891 -0.9771 -0.3254 0.1888
H 11.535 5.306 7.266 0.4311 -0.1922 -1.1045
Cl 4.097 11.225 5.099 -0.5202 -0.2160 -0.4352
H 12.348 4.278 5.984 0.2068 -0.8247 -0.2958
C 6.620 11.538 5.514 2.9365 4.5223 -0.7188
O 12.129 7.699 6.028 -1.4891 -1.0063 -1.0292
C 7.213 8.779 5.286 5.0396 -1.2082 0.5832
Cl 7.800 7.106 5.416 -0.7780 -0.5359 -0.5445
C 8.263 9.665 5.465 1.1452 3.1320 0.8240
H 11.519 9.087 7.401 -0.2572 -0.1955 0.2034
Os 10.145 7.511 5.357 1.2319 -0.1387 1.2188
C 12.262 8.296 7.346 0.2184 1.7144 -0.4155
O 9.547 9.323 5.804 -2.1177 -0.1650 -1.2511
C 7.906 11.136 5.454 5.4475 -2.9344 1.2777
Cl 4.657 8.045 4.997 1.8030 1.5345 -0.2199
H 10.782 3.759 4.403 -0.1682 -0.2221 -0.7682
```
Forces are in eV/Å.

> Among the records above, which one has the highest electronic energy?

C10H10Cl5O3Os

> Which of these has the lowest max |F|?

C10H10BCl2F7N3S2W